Entry from the Open Molecules 2025 dataset: a 13-piece molecular cluster, C52H86N6O12 overall (wB97M-V/def2-TZVPD).

```
156
C52H86N6O12, DFT wB97M-V/def2-TZVPD
C 19.13 14.43 17.25
C 19.01 15.93 17.49
C 19.71 16.47 16.19
O 19.76 15.37 15.21
C 19.01 14.32 15.77
H 18.29 13.86 17.67
H 20.06 14.01 17.80
H 19.49 16.27 18.38
H 17.94 16.28 17.60
H 20.76 16.83 16.44
H 19.15 17.27 15.72
H 19.40 13.39 15.40
H 17.97 14.45 15.54
C 15.38 12.97 15.59
C 14.75 11.54 15.56
C 15.76 10.86 14.69
O 15.86 11.72 13.61
C 15.65 13.06 14.06
H 16.41 12.96 15.99
H 14.85 13.78 16.04
H 13.72 11.52 15.24
H 14.78 11.20 16.58
H 15.37 9.93 14.32
H 16.68 10.68 15.29
H 14.80 13.43 13.56
H 16.60 13.57 13.88
O 13.48 16.24 17.36
C 13.83 16.28 16.20
O 13.08 15.89 15.20
C 11.88 15.05 15.43
C 10.70 15.72 16.07
C 15.15 16.87 15.71
H 12.31 14.19 15.93
H 11.75 14.73 14.40
H 9.92 15.04 16.49
H 10.17 16.43 15.45
H 11.14 16.28 16.95
H 15.17 17.59 14.90
H 15.78 15.99 15.41
H 15.60 17.31 16.55
O 11.98 10.49 17.17
C 11.17 9.63 16.92
O 9.97 9.70 17.51
C 9.52 10.75 18.37
C 8.23 10.45 19.04
C 11.35 8.44 16.02
H 9.35 11.65 17.79
H 10.25 10.95 19.21
H 7.30 10.46 18.47
H 8.03 11.11 19.88
H 8.20 9.40 19.38
H 11.35 8.87 15.03
H 10.52 7.70 16.15
H 12.34 7.98 16.08
O 16.95 19.36 11.30
C 17.38 19.68 12.39
O 18.47 19.12 12.92
C 19.28 18.23 12.10
C 20.46 19.03 11.43
C 16.81 20.67 13.39
H 18.63 17.82 11.36
H 19.64 17.46 12.80
H 20.11 19.72 10.67
H 21.06 18.27 10.86
H 21.06 19.47 12.21
H 16.15 20.03 13.92
H 16.33 21.54 12.97
H 17.57 21.04 14.11
O 15.96 14.66 18.59
C 15.07 14.93 19.34
O 14.00 14.16 19.47
C 14.01 12.86 18.81
C 13.42 11.92 19.81
C 15.15 16.12 20.29
H 14.99 12.53 18.54
H 13.48 13.06 17.93
H 12.31 11.87 19.66
H 13.69 12.17 20.82
H 13.65 10.82 19.62
H 15.11 15.74 21.30
H 14.32 16.89 20.21
H 16.10 16.65 20.13
O 19.81 14.12 10.09
C 18.92 14.79 10.53
O 18.04 15.48 9.81
C 18.13 15.32 8.42
C 16.76 14.98 7.83
C 18.63 14.97 11.98
H 18.82 14.48 8.24
H 18.53 16.24 7.99
H 16.41 13.95 8.16
H 16.84 15.02 6.76
H 16.04 15.68 8.22
H 18.05 15.86 12.21
H 19.50 15.00 12.58
H 18.16 14.10 12.29
N 11.28 15.10 11.68
C 10.57 16.23 11.90
C 9.25 15.83 12.08
C 9.20 14.44 11.91
C 10.50 13.99 11.69
H 12.33 15.08 11.60
H 10.99 17.21 11.71
H 8.57 16.58 12.37
H 8.36 13.82 12.12
H 10.87 12.96 11.59
N 16.76 8.82 10.21
C 16.02 8.83 9.07
C 15.08 9.81 9.19
C 15.20 10.37 10.48
C 16.26 9.75 11.07
H 17.47 8.25 10.49
H 16.15 8.09 8.26
H 14.44 10.13 8.43
H 14.63 11.17 10.91
H 16.87 10.02 11.92
N 10.53 9.23 11.02
C 11.54 10.06 11.43
C 12.08 10.66 10.28
C 11.43 10.07 9.14
C 10.50 9.18 9.61
H 10.07 8.62 11.66
H 11.81 10.25 12.48
H 12.74 11.49 10.26
H 11.57 10.48 8.14
H 9.75 8.52 9.15
N 13.83 7.49 11.57
C 13.57 6.32 10.81
C 12.96 5.37 11.61
C 12.93 5.97 12.93
C 13.44 7.22 12.84
H 13.91 8.50 11.14
H 13.58 6.36 9.78
H 12.55 4.44 11.28
H 12.69 5.42 13.84
H 13.42 7.97 13.59
N 13.37 15.14 9.09
C 13.60 16.36 9.60
C 14.39 16.24 10.72
C 14.61 14.84 10.93
C 14.00 14.20 9.95
H 12.71 14.92 8.42
H 13.21 17.28 9.14
H 14.61 17.13 11.32
H 15.32 14.30 11.58
H 13.95 13.21 9.59
N 20.26 11.72 11.60
C 19.55 10.58 11.53
C 19.49 9.98 12.76
C 20.16 10.87 13.68
C 20.55 11.94 12.91
H 20.28 12.49 10.94
H 19.28 10.19 10.53
H 19.14 8.98 13.01
H 20.23 10.62 14.72
H 21.08 12.80 13.29
```

As for the HOMO energy: -7.95 eV. As for the net charge: 0. As for the multiplicity: 1. For the largest force on an atom, the calculation gives 4.20 eV/Å. The gap between HOMO and LUMO is 0.310 hartree.

Atomic partial charges in e from the Mulliken method, atoms 1 to 8:
1. C -0.35
2. C -0.31
3. C -0.47
4. O -0.41
5. C 0.90
6. H 0.16
7. H 0.29
8. H 0.54